This record from the OMol25 dataset describes a molecular structure, C19H16AuBrIN3O2. The level of theory is ωB97M-V/def2-TZVPD.

Summary:
Total energy, eV: -110345.365
Total charge: +2
Molecular weight, g mol⁻¹: 722.13
Orbital gap, eV: 5.526
HOMO energy, Eh: -0.541

Cartesian coordinates (Å):
Au  -0.272  0.135  0.429
C  0.178  -4.297  -0.399
C  0.755  -3.776  0.880
N  1.188  -4.622  1.783
C  1.759  -4.179  2.920
C  1.950  -2.858  3.221
C  2.585  -2.439  4.522
O  1.822  -1.442  5.198
C  1.495  -1.914  2.265
C  1.636  -0.516  2.527
N  1.120  0.499  1.907
C  1.474  1.833  2.309
C  2.577  2.085  3.127
C  2.824  3.358  3.604
C  1.994  4.418  3.261
C  0.932  4.204  2.401
C  0.699  2.923  1.925
I  -0.768  2.712  0.484
C  0.918  -2.381  1.085
O  0.601  -1.579  0.080
H  0.113  -5.379  -0.341
H  0.793  -4.021  -1.256
H  -0.816  -3.877  -0.568
H  2.041  -4.942  3.636
H  3.571  -2.005  4.333
H  2.747  -3.315  5.149
H  1.237  -1.859  5.839
H  2.219  -0.284  3.409
H  3.266  1.299  3.401
H  3.677  3.525  4.247
H  2.190  5.413  3.635
H  0.310  5.033  2.091
Br  -2.194  -0.683  -0.944
C  -3.175  -1.024  0.705
C  -4.477  -1.461  0.663
C  -5.075  -1.636  1.907
C  -4.357  -1.363  3.062
C  -3.047  -0.927  2.954
N  -2.451  -0.764  1.766
H  -5.001  -1.650  -0.262
H  -6.100  -1.977  1.963
H  -4.809  -1.485  4.036
H  -2.449  -0.701  3.826